11
Properties=species:S:1:pos:R:3:forces:R:3:mulliken_charge:R:1 method="wB97M-V/def2-TZVPD" smiles=C#C[C@H]1N[C@H]1C#N max_force_ev_per_a=1.84 de_lowest_kj_mol=479.2 e_tot_ha=-302.2458 lumo_energy_ev=0.465 gap_ev=9.7 homo_ev=-9.2
C 2.32042 0.83225 -0.01758 -0.651 -0.179 -0.060 0.104
C 1.22072 0.36483 -0.19408 0.202 0.181 0.044 -0.726
C 0.06523 -0.47278 -0.45731 0.481 -0.956 -0.474 0.066
N -0.31149 -1.39765 0.53457 0.387 -0.152 0.373 -0.454
C -1.43708 -0.55107 0.29748 0.478 1.209 -1.302 -0.238
C -1.43471 0.89045 0.19974 -1.091 0.658 0.887 0.307
N -1.53643 2.00520 -0.10011 -0.047 -0.322 0.452 -0.454
H 3.29698 1.25010 0.13803 -0.382 -0.076 -0.047 0.400
H -0.18204 -0.62202 -1.49663 0.529 -0.776 -0.121 0.389
H 0.18699 -1.23485 1.40036 0.089 -0.031 0.074 0.321
H -2.18859 -1.06446 -0.30445 0.004 0.445 0.175 0.285

---

77
Properties=species:S:1:pos:R:3:forces:R:3:mulliken_charge:R:1 method="wB97M-V/def2-TZVPD" max_force_ev_per_a=1.27 e_tot_ha=-2889.4756 total_charge=-1 lumo_energy_ev=2.122 gap_ev=8.2 homo_ev=-6.0
C -1.10815 -2.44409 0.65269 -0.197 0.213 -0.157 -1.738
C -1.25480 -2.05017 -0.82436 0.119 -0.360 0.086 0.822
O -0.96368 -3.18902 -1.62761 -0.142 -0.082 0.366 -0.601
C -0.30003 -0.88519 -1.14292 -0.406 0.107 -0.160 -1.610
C 0.03745 -0.58215 -2.61746 0.056 0.296 0.291 1.174
S 1.49360 0.61721 -2.52194 0.077 0.397 -0.191 1.220
C 2.78595 -0.34840 -1.77413 -0.222 -0.059 0.256 -1.118
O 1.19691 1.73610 -1.63033 -0.004 -0.281 0.124 -0.612
O 1.95683 0.94511 -3.85440 -0.085 -0.131 0.129 -0.742
O 0.53280 -1.64863 -3.29219 -0.086 0.074 -0.254 -0.801
B -0.03158 -1.72171 -4.68646 0.514 0.434 0.346 1.139
O -0.80852 -3.04219 -4.69317 -0.232 -0.071 0.036 -0.158
N -2.04951 -2.97744 -5.12964 0.134 0.237 -0.017 0.272
O -2.70260 -3.92696 -4.80093 -0.103 -0.300 0.007 -0.487
O -0.88650 -0.55595 -4.77025 -0.001 0.138 0.167 -0.758
C -1.10059 0.07790 -3.51735 0.202 -0.633 -1.084 1.915
C -0.94428 1.59323 -3.82152 -0.015 0.080 -0.015 -1.393
C -2.19479 2.25118 -4.32636 0.230 -0.237 -0.146 0.180
O -2.90529 2.98272 -3.73288 -0.301 0.364 0.278 -0.459
Cl -2.56932 1.89825 -6.04093 -0.019 -0.070 -0.149 -0.219
C -2.52825 -0.34182 -3.13601 -0.048 0.235 0.565 -2.830
C -3.26093 0.27491 -1.95898 -0.164 0.146 0.324 -0.096
C -4.52174 -0.25511 -1.63922 0.191 0.288 0.192 -0.236
C -5.25875 0.22097 -0.55762 0.307 0.112 -0.122 -0.835
C -4.75670 1.25598 0.23266 0.293 -0.117 -0.264 -0.432
C -3.51012 1.79705 -0.07392 -0.103 -0.321 -0.294 -0.927
C -2.77129 1.31144 -1.15685 -0.395 -0.150 0.122 0.631
H -0.73592 -1.60830 1.23988 0.151 0.074 0.157 0.330
H -0.42803 -3.29183 0.71365 0.093 0.056 0.119 0.358
H -2.07353 -2.71661 1.08009 0.025 -0.208 -0.020 0.428
H -2.29235 -1.75523 -0.96248 0.033 0.172 -0.171 -0.038
H -1.75135 -3.48864 -2.08825 0.056 0.028 -0.190 0.359
H -0.74297 0.01697 -0.72532 0.100 0.001 0.214 0.050
H 0.61333 -1.06117 -0.57521 0.145 -0.108 -0.168 0.907
H 3.69400 0.21011 -1.98340 0.076 -0.075 -0.065 0.519
H 2.60983 -0.40168 -0.70368 0.082 0.031 0.038 0.226
H 2.78403 -1.34416 -2.20795 0.076 0.040 -0.166 0.325
H 0.85865 -1.72593 -5.51061 -0.194 -0.254 -0.095 -0.338
H -0.19647 1.65071 -4.60851 0.054 -0.007 0.051 0.903
H -0.60037 2.18851 -2.98056 -0.106 -0.027 0.114 0.392
H -2.49821 -1.42110 -2.98729 -0.058 -0.024 -0.140 0.355
H -3.12529 -0.19271 -4.03829 0.020 0.007 -0.041 1.132
H -4.91317 -1.06080 -2.25155 -0.028 0.002 0.027 0.477
H -6.22019 -0.21975 -0.32734 -0.027 0.004 -0.013 0.375
H -5.32213 1.62381 1.07863 -0.019 0.017 0.005 0.403
H -3.09150 2.59878 0.52183 -0.055 -0.005 0.038 0.352
H -1.80502 1.75364 -1.35246 -0.006 0.014 -0.054 0.167
C 5.05444 -4.40492 5.17124 -0.048 0.144 0.063 -1.082
C 3.94720 -4.69338 4.18052 0.149 -0.212 -0.042 -0.190
O 2.82306 -3.81997 4.36135 -0.006 0.033 0.045 -0.375
C 2.97437 -2.59184 3.86245 -0.084 -0.074 -0.075 0.747
O 3.94322 -2.18108 3.27758 0.058 0.032 0.025 -0.558
O 1.86343 -1.90476 4.10969 -0.022 -0.013 0.038 -0.338
C 1.89007 -0.55429 3.63984 -0.133 0.232 -0.048 -0.361
H 4.67026 -4.44313 6.19157 0.010 -0.064 -0.004 0.286
H 5.84913 -5.14426 5.06827 -0.008 -0.020 -0.004 0.350
H 5.47884 -3.41656 5.00197 0.011 -0.014 -0.047 0.308
H 3.54483 -5.69304 4.33301 -0.076 0.031 0.019 0.291
H 4.30123 -4.62187 3.15272 0.001 0.089 0.004 0.315
H 2.15223 -0.51497 2.58549 0.075 -0.015 -0.004 0.108
H 2.59984 0.03143 4.22261 0.056 -0.014 -0.066 0.251
H 0.89016 -0.15459 3.77859 -0.017 -0.089 0.062 0.237
C -0.16481 4.44038 0.41489 0.131 -0.154 0.039 -1.050
C -0.80870 4.55864 1.77830 -0.255 0.209 -0.274 -0.295
O -0.22877 3.63522 2.71823 0.144 -0.062 0.071 -0.352
C 0.93173 4.02837 3.23019 -0.109 -0.003 0.139 0.758
O 1.46885 5.09033 3.05478 0.114 0.066 -0.049 -0.569
O 1.40238 3.05353 4.01684 -0.078 -0.074 0.000 -0.290
C 2.67585 3.33029 4.59652 0.208 -0.098 0.063 -0.763
H -0.21217 3.41283 0.05133 -0.031 0.015 -0.032 0.154
H -0.67301 5.08562 -0.30180 -0.040 0.007 0.018 0.407
H 0.88493 4.72801 0.45255 -0.009 0.053 0.006 0.409
H -1.86195 4.28798 1.73273 0.018 -0.104 0.081 0.346
H -0.73679 5.56911 2.18083 0.086 -0.029 -0.002 0.357
H 2.67822 4.27475 5.13667 -0.076 0.046 -0.078 0.364
H 3.44381 3.34749 3.82413 -0.001 0.082 0.000 0.329
H 2.87868 2.51683 5.28780 -0.080 -0.045 -0.024 0.220

---

44
Properties=species:S:1:pos:R:3:forces:R:3:mulliken_charge:R:1 method="wB97M-V/def2-TZVPD" max_force_ev_per_a=4.92 e_tot_ha=-2070.0135 total_charge=+1 lumo_energy_ev=-4.322 gap_ev=7.9 homo_ev=-12.3
Ti -0.97571 -0.64594 1.28493 -4.036 -1.879 -2.092 1.502
F -0.04494 0.45002 2.39105 0.037 0.447 0.674 -0.768
F -2.77734 0.20343 1.15688 3.271 -0.655 0.669 -0.629
F -0.71229 -0.36163 -0.44614 0.174 0.272 1.151 -0.127
C 0.54154 -3.09008 1.99667 0.665 1.027 -1.159 -0.493
C -0.95951 -3.33971 2.19550 0.066 -1.004 -0.189 -0.273
O -1.77733 -2.28380 1.68740 2.011 1.407 0.229 -0.586
O 0.83083 -1.83945 1.25443 -1.085 -0.495 -0.624 -0.438
H 1.06059 -3.91103 1.49881 -0.151 0.071 0.052 0.309
H 1.05401 -2.81492 2.86972 0.392 -0.556 1.735 0.384
H -1.08622 -3.50810 3.27975 -0.448 0.250 -0.449 0.338
H -1.21753 -4.29364 1.67967 -0.147 0.763 0.276 0.354
H -1.69088 2.95811 2.26234 2.058 -0.272 -0.046 0.440
H 1.25754 -2.07418 0.36009 -0.787 0.354 0.160 0.442
C -0.61594 2.86966 -2.16303 -0.206 -1.668 1.069 -0.202
C 0.44818 2.03091 -2.89798 0.501 0.394 -0.267 -0.247
O -0.21000 0.93906 -3.46489 -0.845 -0.641 0.049 -0.554
O -1.69854 2.01131 -1.68958 0.383 -0.294 1.490 -0.631
H -1.24496 3.41697 -2.79815 0.250 1.653 -1.287 0.282
H -0.18802 3.41052 -1.32665 -0.001 0.518 -0.074 0.228
H 1.29270 1.65733 -2.24117 -0.813 0.599 -0.360 0.129
H 0.89181 2.65191 -3.73070 -0.279 -0.557 0.933 0.312
H -1.04027 0.83448 -2.92912 0.864 -0.011 -0.581 0.414
H -1.61206 1.78655 -0.73861 0.009 0.014 -1.063 0.207
C 0.17539 3.68298 3.05608 2.136 -1.088 0.994 -0.313
C 1.47435 4.04254 2.26942 0.358 -1.892 -0.995 -0.410
O 2.14714 2.85570 1.74589 -1.539 -1.110 -0.305 -0.488
O -0.68428 2.76261 2.23840 -2.466 1.748 -0.156 -0.299
H -0.39177 4.47446 3.50650 -0.529 0.580 -0.567 0.464
H 0.45371 3.04165 3.92448 0.060 0.383 -0.691 0.259
H 2.26609 4.46807 2.88674 -0.582 0.094 0.545 0.334
H 1.40481 4.68175 1.40872 -0.960 0.717 -0.133 0.304
H 1.59055 2.26769 1.12944 1.021 1.764 1.330 0.286
H -0.53193 1.80077 2.47451 0.384 -0.551 -0.039 0.467
C -0.08581 -2.66364 -1.74887 -1.003 1.211 1.019 0.469
C -0.05019 -3.72443 -2.77650 -0.822 -2.696 1.423 -0.658
O 0.96004 -3.47174 -3.66455 0.525 0.852 -2.206 -0.524
O 1.19201 -2.42663 -1.20099 2.914 -0.227 -1.626 -0.567
H -0.59136 -2.96408 -0.84232 -1.095 -0.357 -0.131 0.070
H -0.51864 -1.70730 -2.07154 0.167 -0.411 -0.340 -0.130
H -1.02584 -3.97491 -3.25135 0.475 0.563 0.325 0.371
H 0.24511 -4.66386 -2.22951 -0.246 0.585 -0.516 0.274
H 0.55693 -2.98969 -4.41517 0.716 -0.245 0.411 0.344
H 1.88803 -2.54972 -1.93062 -1.399 0.344 1.362 0.351

---

18
Properties=species:S:1:pos:R:3:forces:R:3:mulliken_charge:R:1 method="wB97M-V/def2-TZVPD" max_force_ev_per_a=4.67 de_lowest_kj_mol=375.8 e_tot_ha=-381.1423 lumo_energy_ev=0.306 gap_ev=8.3 homo_ev=-7.9
C -0.39726 1.19712 0.74879 -0.143 0.132 -0.278 -0.545
C -1.31031 -1.20643 -0.38240 0.740 1.280 -1.796 -1.019
C 1.67807 -0.18508 1.49531 -0.043 -0.174 -0.066 -1.329
C -0.84659 0.23867 -1.27897 -3.852 -2.064 1.648 0.731
C 0.82473 0.38082 0.41741 1.031 0.878 -1.443 0.681
O -1.12603 1.32972 -0.45346 0.999 0.617 0.544 -0.396
N -1.23585 0.23124 -2.48644 1.661 -1.066 -0.649 -0.829
N 1.02285 0.35886 -0.86410 -0.370 -0.829 1.870 -0.384
H -0.59986 0.69773 -3.12572 -0.624 0.705 0.055 0.234
H 1.67134 -0.33542 -1.21975 0.415 0.154 0.129 0.253
H -0.98217 0.71411 1.53949 0.088 0.126 0.008 0.283
H -0.09178 2.20427 1.05067 -0.052 -0.133 0.217 0.362
H -0.48929 -1.90894 -0.53295 -0.197 -0.177 -0.101 0.247
H -2.19208 -1.52531 -0.92850 0.099 -0.120 -0.226 0.429
H -1.59146 -1.22857 0.67114 0.262 0.670 0.130 0.275
H 1.07251 -0.78831 2.17374 -0.030 0.005 0.008 0.310
H 2.11502 0.62455 2.08519 -0.042 0.002 -0.040 0.333
H 2.47815 -0.79901 1.09056 0.056 -0.006 -0.010 0.364

---

14
Properties=species:S:1:pos:R:3:forces:R:3:mulliken_charge:R:1 method="wB97M-V/def2-TZVPD" max_force_ev_per_a=0.54 de_lowest_kj_mol=518.0 e_tot_ha=-361.6836 lumo_energy_ev="0.279 / 0.279" gap_ev="8.3 / 8.3" homo_ev="-8.0 / -8.0"
C -1.09653 -1.11977 1.00068 -0.036 0.068 0.027 -1.462
C -0.37362 -0.39372 -0.09645 0.084 -0.524 0.111 0.605
C -0.77863 1.38638 0.06066 -0.070 0.141 -0.475 -0.232
O -1.43361 0.73044 -0.85326 -0.011 0.237 0.175 -0.309
C 1.12223 -0.12870 0.18198 0.179 0.021 0.146 0.380
O 1.63077 -0.47196 1.22697 -0.133 0.119 -0.349 -0.602
N 1.80470 0.42190 -0.85746 0.044 -0.002 0.058 -0.382
H -0.98460 -0.59460 1.94788 -0.002 -0.099 -0.115 0.317
H -2.15470 -1.20681 0.74449 0.160 0.019 0.029 0.409
H -0.66863 -2.12328 1.09489 -0.056 0.115 -0.038 0.365
H -0.39304 -0.94885 -1.04916 0.005 0.124 0.110 0.318
H -0.17537 2.20451 -0.43653 -0.067 -0.123 0.186 0.117
H 1.34024 0.75269 -1.68854 0.024 -0.072 0.141 0.225
H 2.77794 0.64718 -0.72049 -0.120 -0.024 -0.007 0.250

---

85
Properties=species:S:1:pos:R:3:forces:R:3:mulliken_charge:R:1 method="wB97M-V/def2-TZVPD" max_force_ev_per_a=0.61 multiplicity=4 de_lowest_kj_mol=0.0 e_tot_ha=-8279.4229 total_charge=-1 lumo_energy_ev="2.268 / 2.262" gap_ev="6.3 / 7.1" homo_ev="-4.0 / -4.8"
Cr -0.09988 -0.76163 0.12541 0.600 -0.001 -0.125 0.959
O 5.54037 -1.89881 1.46085 0.017 -0.079 0.129 -0.574
C 4.79972 -2.90872 1.88500 0.123 0.082 0.084 0.382
O 5.28090 -3.90231 2.38019 -0.031 -0.025 -0.048 -0.649
C 3.33013 -2.75426 1.75019 0.021 0.001 -0.069 0.085
C 2.39889 -3.68129 2.17424 -0.053 -0.052 0.059 -0.532
N 1.18455 -3.17820 1.90191 -0.023 0.088 -0.007 -0.193
N 1.27414 -1.98465 1.32011 -0.090 -0.032 0.004 0.921
C 2.55826 -1.71258 1.19687 -0.093 -0.001 0.023 -0.733
C 2.86630 -0.45096 0.44722 0.096 -0.022 -0.013 1.009
O 4.04605 -0.07087 0.38383 -0.123 0.094 0.069 -0.891
O 1.85293 0.11056 -0.06068 -0.126 -0.016 -0.081 -0.062
H 4.98679 -1.13820 1.09796 0.006 -0.025 -0.199 0.449
H 2.54192 -4.64170 2.63858 0.007 0.004 0.004 0.553
H 0.24692 -3.56670 1.96814 0.049 -0.010 0.014 0.106
C 1.48918 1.60920 2.74491 -0.039 0.004 0.048 -1.361
As -0.23029 1.34058 1.85965 -0.100 -0.019 -0.121 1.416
C -1.39343 1.42364 3.42401 0.052 0.022 -0.034 -1.326
C -0.46175 3.15766 1.15966 -0.001 -0.006 0.109 -0.090
C -0.74231 4.16276 2.08763 -0.009 0.032 -0.002 -0.644
C -0.89570 5.48285 1.70085 0.008 -0.004 -0.023 -0.863
C -0.75661 5.81739 0.36236 -0.004 -0.011 0.018 -0.844
C -0.46757 4.82678 -0.55997 -0.007 0.024 0.015 -0.679
C -0.32048 3.48907 -0.18933 0.064 0.048 -0.108 -0.188
As 0.10269 2.15224 -1.58835 -0.150 0.153 0.227 1.338
C -0.85674 3.05954 -3.06238 0.105 -0.063 -0.026 -1.580
C 1.89711 2.84388 -1.99470 -0.032 -0.057 -0.077 -1.311
H 1.43746 2.49830 3.37347 0.021 -0.008 0.005 0.515
H 2.26543 1.73180 1.99261 0.003 0.003 -0.001 0.299
H 1.71827 0.73963 3.36201 0.009 -0.013 -0.019 0.423
H -1.00392 2.11403 4.17068 -0.003 0.010 -0.004 0.598
H -1.45038 0.42920 3.86048 0.004 -0.022 0.011 0.273
H -2.39009 1.73010 3.11177 0.018 -0.004 0.005 0.426
H -0.84930 3.92131 3.13707 0.004 -0.023 -0.002 0.243
H -1.11982 6.24139 2.44058 -0.003 0.002 -0.002 0.393
H -0.87164 6.84410 0.03642 0.001 0.002 0.007 0.394
H -0.35641 5.10926 -1.59912 0.009 -0.009 -0.003 0.232
H -0.34976 3.96539 -3.39591 0.003 -0.001 0.008 0.498
H -1.86386 3.30122 -2.72443 -0.008 -0.021 0.018 0.348
H -0.90754 2.37023 -3.90716 -0.016 0.002 -0.001 0.436
H 1.91907 3.93369 -1.96993 0.002 0.003 -0.017 0.434
H 2.17828 2.49176 -2.98837 0.020 -0.008 0.009 0.379
H 2.59781 2.42880 -1.27241 -0.007 0.008 0.012 0.251
O -5.44644 -0.03313 6.28115 0.028 -0.012 -0.007 -0.521
C -4.21376 -0.60407 6.28701 -0.007 0.028 0.075 0.538
O -3.65065 -0.76973 7.33556 -0.030 0.003 -0.031 -0.587
C -3.65251 -0.99570 4.96729 -0.037 0.010 -0.071 1.120
C -2.56210 -1.86091 4.95527 0.006 0.024 -0.022 -0.956
C -2.00004 -2.27029 3.75924 0.009 -0.034 0.105 -0.691
C -2.50191 -1.82797 2.53200 -0.143 0.137 -0.121 1.032
S -1.84738 -2.38086 0.99585 0.101 -0.097 0.078 -0.836
C -3.58560 -0.93814 2.55283 0.048 -0.036 0.014 -0.533
C -4.15061 -0.53385 3.74609 0.023 -0.077 0.042 -1.089
H -5.80172 -0.04379 5.38495 -0.005 0.000 0.007 0.333
H -2.16359 -2.20493 5.90050 -0.011 0.002 0.011 0.427
H -1.15810 -2.95153 3.78160 -0.009 0.004 -0.039 0.171
H -3.95471 -0.53789 1.61721 -0.018 0.003 -0.017 0.357
H -4.96184 0.18632 3.69611 -0.005 0.006 0.021 0.145
N -0.26937 -1.39716 -1.51881 -0.370 -0.158 0.260 -0.091
C 0.42753 -1.61864 -2.64313 0.241 0.175 -0.205 0.235
C 1.29770 -2.72656 -2.77966 -0.031 -0.006 -0.026 -0.643
C 1.97493 -2.95924 -3.96167 0.024 -0.041 0.009 -0.509
C 1.83556 -2.11636 -5.05956 -0.029 0.060 -0.015 -0.634
C 0.99493 -1.01410 -4.94010 0.042 -0.041 -0.040 -0.985
C 0.30558 -0.76398 -3.76852 -0.007 -0.045 0.130 0.131
H 1.41989 -3.39603 -1.93605 -0.011 0.018 0.017 0.393
H 2.63402 -3.81821 -4.02613 0.000 0.004 0.001 0.382
H 2.37613 -2.30628 -5.97738 -0.002 -0.001 -0.001 0.387
H 0.87973 -0.33046 -5.77500 0.005 -0.001 -0.002 0.395
H -0.32621 0.11068 -3.67218 0.000 -0.012 -0.015 0.370
S -3.24637 1.39822 -0.61208 -0.041 0.080 0.045 -0.367
C -3.39274 0.21069 -1.80900 0.029 -0.109 -0.005 0.250
N -3.45607 -1.08957 -1.50137 0.144 0.136 -0.066 0.104
C -3.34046 -2.15598 -2.48474 -0.037 -0.097 -0.094 -0.178
C -3.95044 -1.70460 -3.80014 -0.055 0.004 0.057 -0.890
C -3.30909 -0.39078 -4.20359 -0.003 0.011 -0.009 -0.282
N -3.47930 0.56079 -3.11300 0.061 -0.035 0.059 -0.166
H -3.07836 -1.31822 -0.58104 -0.178 -0.030 -0.004 -0.483
H -3.86977 -3.02798 -2.09779 0.018 0.004 0.032 0.384
H -2.28586 -2.42611 -2.60537 -0.045 0.047 -0.009 0.003
H -5.02682 -1.56255 -3.67231 -0.007 0.002 -0.040 0.321
H -3.79431 -2.45883 -4.57130 0.045 -0.002 0.007 0.409
H -3.76996 0.02602 -5.09993 -0.044 -0.001 0.020 0.444
H -2.24816 -0.55785 -4.41120 -0.011 0.016 -0.036 -0.024
H -3.33637 1.54187 -3.28139 -0.013 0.005 -0.014 0.291